{
  "formula": "C37H44BCaFN12O5S2",
  "method": "the ωB97M-V functional and the def2-TZVPD basis",
  "symbols": ["Ca", "S", "S", "F", "O", "O", "O", "O", "O", "N", "N", "N", "N", "N", "N", "N", "N", "N", "N", "N", "N", "C", "C", "C", "C", "C", "C", "C", "C", "C", "C", "C", "C", "C", "C", "C", "C", "C", "C", "C", "C", "C", "C", "C", "C", "C", "C", "C", "C", "C", "C", "C", "C", "C", "C", "C", "C", "C", "B", "H", "H", "H", "H", "H", "H", "H", "H", "H", "H", "H", "H", "H", "H", "H", "H", "H", "H", "H", "H", "H", "H", "H", "H", "H", "H", "H", "H", "H", "H", "H", "H", "H", "H", "H", "H", "H", "H", "H", "H", "H", "H", "H", "H"],
  "coordinates": [[0.40411, 0.79100, 0.78392], [2.89902, 1.82735, -0.13825], [3.23083, 0.64522, -3.29311], [-1.83710, -2.22979, -6.75706], [-1.23697, -0.35672, 0.66732], [-1.62175, -0.34238, -2.17519], [2.18181, 2.36644, 0.99836], [4.13434, 1.13094, 0.10375], [-1.61201, -2.34300, 1.65042], [0.23238, 2.09399, 3.45147], [4.45614, 6.65711, -3.25089], [-1.32144, 2.78653, -3.05819], [1.58017, -1.01290, -2.18933], [-0.69557, 2.26198, -0.71648], [1.77739, -0.43939, 2.01678], [-0.37634, 2.28650, 2.27477], [1.82992, 0.09883, 3.24784], [-3.14592, -4.70883, -6.51567], [-5.11809, -5.91336, -7.41301], [1.84015, 0.95056, -0.92520], [-2.74975, -4.23609, -1.70918], [-4.80776, -5.58182, -1.39974], [-1.00307, 2.52591, -1.79646], [-2.25654, 5.05231, -2.85834], [-0.22005, 3.10110, -3.97982], [-1.91261, -2.20207, -0.68210], [-3.51716, -4.08796, -7.76796], [2.96389, -0.99487, 1.78489], [1.98267, -1.55493, -3.37930], [-1.83289, -1.94458, -4.40893], [5.01263, 4.49653, -2.31495], [-2.37098, -3.46413, -0.63275], [-1.53463, -1.57749, 0.69092], [-2.79947, -6.10103, -6.65970], [-4.11591, -6.88362, -6.85887], [-3.28122, -5.56437, -1.45609], [3.34177, 3.24307, -1.13110], [2.41948, 4.25282, -1.35108], [-0.78756, 5.42181, -3.14725], [-2.12400, -2.70185, -5.51414], [-2.07776, -2.42967, -3.13179], [-2.96255, -4.44941, -4.12034], [4.63944, 3.37314, -1.60077], [-0.15915, 4.26426, 3.30702], [-0.61405, 3.59153, 2.16880], [2.86010, -0.83513, -4.11281], [3.80853, -0.81991, 2.88367], [0.37676, 3.25990, 4.09619], [-2.51433, 3.60149, -3.28583], [3.03817, -0.10932, 3.78789], [-1.82604, -1.52135, -1.96784], [2.11807, 0.14691, -1.96288], [-4.50623, -5.04597, -8.46814], [-0.20441, 4.60821, -4.30643], [2.78101, 5.37242, -2.07565], [4.08132, 5.50614, -2.57327], [-2.72409, -3.95127, -5.39367], [-2.59858, -3.72814, -2.97423], [0.57048, 0.66402, 3.96324], [5.34563, 2.58204, -1.38390], [-2.43560, -3.93801, 0.34006], [-5.29150, -4.50483, -8.99047], [-2.67449, -3.89553, -8.44056], [-0.70016, 6.48804, -3.35992], [-1.38291, -0.96302, -4.50737], [1.58810, -2.52394, -3.65749], [3.27120, 0.22916, 4.78337], [-0.78864, 4.79879, -5.21090], [6.03078, 4.60859, -2.66937], [-2.27481, -6.46159, -5.78006], [-5.24047, -5.26766, -2.35151], [-2.91006, -6.25644, -2.21402], [-0.35483, 2.51564, -4.89308], [-1.10990, 3.98595, 1.29668], [0.82060, 4.92478, -4.50389], [-4.50702, -7.26024, -5.91515], [-5.15221, -4.89682, -0.62583], [-2.71756, 3.55742, -4.35701], [-4.00157, -5.70248, -9.17433], [-0.35330, -0.05792, 3.69965], [-0.22260, 5.31642, 3.52679], [-5.38967, -5.29948, -6.64099], [0.71286, 2.78239, -3.51404], [-3.99079, -3.13310, -7.54551], [-3.44230, -5.41565, -4.02948], [-2.45148, 5.15680, -1.78997], [5.28059, 6.59148, -3.82046], [-2.87936, -5.89268, -0.49936], [-5.16561, -6.58424, -1.16093], [-4.00475, -7.71644, -7.55122], [2.06917, 6.17242, -2.25004], [1.43066, 4.14748, -0.91872], [-5.94208, -6.39792, -7.76181], [-2.94595, 5.71638, -3.38414], [0.82230, 0.74086, 5.13959], [0.83751, 3.31567, 5.06807], [-2.13779, -6.25990, -7.52108], [-3.36208, 3.16646, -2.75905], [-0.19740, 5.22114, -2.25394], [3.32468, -1.08217, -5.05341], [4.83050, -1.13727, 2.99808], [3.16704, -1.49816, 0.85330], [3.72087, 7.22111, -3.63628]],
  "charge": 0,
  "spin_multiplicity": 1,
  "mol_weight_g_mol": 870.9,
  "e_homo_ev": -6.816
}

{
  "formula": "C37H44N2O4Sn",
  "method": "the ωB97M-V functional and the def2-TZVPD basis",
  "symbols": ["Sn", "O", "O", "O", "O", "N", "N", "C", "C", "C", "C", "C", "C", "C", "C", "C", "C", "C", "C", "C", "C", "C", "C", "C", "C", "C", "C", "C", "C", "C", "C", "C", "C", "C", "C", "C", "C", "C", "C", "C", "C", "C", "C", "C", "H", "H", "H", "H", "H", "H", "H", "H", "H", "H", "H", "H", "H", "H", "H", "H", "H", "H", "H", "H", "H", "H", "H", "H", "H", "H", "H", "H", "H", "H", "H", "H", "H", "H", "H", "H", "H", "H", "H", "H", "H", "H", "H", "H"],
  "coordinates": [[-0.02753, -0.31200, 0.12644], [-3.32143, 2.56254, -2.59088], [-2.44664, 0.15417, -0.04105], [-0.00619, 1.70545, -0.03766], [-1.21249, 2.74195, -3.35223], [2.38472, -0.67290, 0.00072], [0.68887, -0.05360, 2.36665], [-2.89970, 4.27789, -4.17747], [-6.77147, 0.00079, -0.08912], [3.40877, 3.90819, -1.41864], [3.82179, 3.41103, -2.64890], [2.59403, -1.26780, 1.33874], [-4.49042, -0.74600, -1.48461], [-6.79197, -1.11553, -0.92395], [-4.47702, 0.40562, -0.67973], [0.41019, 1.24806, 3.00996], [-3.92170, 3.58403, 0.01294], [-3.16656, 2.14795, 1.78074], [2.93693, 2.67100, -3.42085], [-1.11385, 1.95895, -2.19527], [-0.91816, 6.29442, -1.08902], [-2.86845, 1.87360, -4.88766], [-0.81454, 4.18693, 0.77961], [-0.15017, 2.60955, -1.08946], [2.15237, -0.31871, 2.42813], [1.64134, 2.42476, -2.97902], [-3.49745, 3.11721, 2.71582], [2.48675, -1.71994, -1.03434], [-3.35472, 2.37633, 0.41934], [-5.61665, 0.74306, 0.05942], [-5.64830, -1.49122, -1.61446], [-2.60227, 2.86111, -3.77045], [-0.63073, 3.93044, -0.60733], [3.37190, 0.38691, -0.27858], [2.12290, 3.65279, -0.97244], [-3.15407, 1.22358, -0.55361], [-0.99220, 5.46390, 1.22065], [-0.71283, 5.02300, -1.53811], [-1.05367, 6.52643, 0.29153], [-2.58786, 1.55455, -1.94148], [1.22473, 2.90302, -1.73860], [-4.26146, 4.55048, 0.95264], [-0.05092, -1.12078, 3.08363], [-4.04416, 4.32739, 2.30263], [-4.72237, 5.47317, 0.62257], [1.72447, -2.48212, -0.87128], [-0.96543, 7.12409, -1.78197], [-1.09112, 5.67038, 2.27792], [3.24707, 2.29235, -4.38703], [-3.92000, 1.91506, -5.17158], [-2.26246, 2.13522, -5.75485], [2.66999, 0.63260, 2.32488], [0.77218, 1.23770, 4.04232], [4.39020, -0.00931, -0.19671], [0.91681, 2.03520, 2.45431], [-3.59337, -1.06670, -1.99502], [3.22114, 0.76585, -1.28636], [-4.33080, 5.07276, 3.03442], [1.81660, 4.02412, 0.00280], [0.97770, 1.88007, -3.63448], [0.15998, -2.09450, 2.64465], [-2.62048, 0.85155, -4.60036], [4.82338, 3.61004, -3.00867], [2.33850, -1.27648, -2.01854], [-1.21118, 7.53725, 0.64865], [-2.80232, 4.95186, -3.32759], [3.25380, 1.21842, 0.40834], [-7.70013, -1.69531, -1.02357], [3.64946, -1.52570, 1.47661], [-0.53602, 1.04375, -2.39516], [-4.13849, 3.75608, -1.03030], [-5.65426, -2.37385, -2.24040], [3.47072, -2.19479, -1.00971], [-1.12167, -0.93528, 3.01067], [-2.81511, 1.17905, 2.10738], [-3.92153, 4.33843, -4.55151], [2.03192, -2.20282, 1.38995], [0.23502, -1.13690, 4.13744], [-0.65798, 1.44071, 3.01271], [2.40520, -0.71561, 3.41536], [-2.68560, 0.62394, -2.50091], [-3.36713, 2.91712, 3.77330], [-5.61643, 1.60180, 0.71642], [-0.77849, 3.35316, 1.46231], [-0.57737, 4.81471, -2.58949], [-7.66616, 0.29161, 0.44617], [4.08722, 4.49515, -0.81144], [-2.22619, 4.58715, -4.97716]],
  "charge": 2,
  "spin_multiplicity": 1,
  "mol_weight_g_mol": 699.5,
  "e_homo_ev": [-13.850, -13.829]
}

{
  "formula": "C37H44N8O4PS3Sr",
  "method": "the ωB97M-V functional and the def2-TZVPD basis",
  "symbols": ["Sr", "S", "S", "S", "P", "O", "O", "O", "O", "N", "N", "N", "N", "N", "N", "N", "N", "C", "C", "C", "C", "C", "C", "C", "C", "C", "C", "C", "C", "C", "C", "C", "C", "C", "C", "C", "C", "C", "C", "C", "C", "C", "C", "C", "C", "C", "C", "C", "C", "C", "C", "C", "C", "C", "H", "H", "H", "H", "H", "H", "H", "H", "H", "H", "H", "H", "H", "H", "H", "H", "H", "H", "H", "H", "H", "H", "H", "H", "H", "H", "H", "H", "H", "H", "H", "H", "H", "H", "H", "H", "H", "H", "H", "H", "H", "H", "H", "H"],
  "coordinates": [[3.46100, -22.24396, 0.34320], [2.14142, -20.82886, -1.97635], [2.56192, -18.23579, -3.59763], [5.23606, -21.11544, -2.19517], [8.02081, -19.84349, -0.84075], [3.98612, -23.98029, 2.19697], [5.23836, -21.74659, 1.80391], [-1.21358, -28.03516, -2.03928], [-1.64557, -27.28318, 2.41893], [2.67187, -19.07747, 0.19663], [5.12424, -23.69415, 2.76361], [2.62685, -20.14002, 2.83829], [5.75966, -22.55216, 2.61337], [1.11187, -23.46412, 1.13326], [2.89598, -18.49180, -0.95136], [5.23808, -23.47679, -0.91542], [2.04298, -24.47609, -1.48001], [0.55423, -23.03896, 2.27116], [5.63206, -26.55921, 4.97976], [5.63439, -22.77821, -2.01221], [10.27227, -21.14282, -2.00986], [6.82930, -24.08260, 4.37148], [10.21311, -19.00141, 0.90034], [3.04254, -19.85435, 5.19905], [6.76598, -26.06383, 5.68985], [2.81500, -20.63796, 4.09065], [2.26633, -24.94114, -2.71155], [3.12847, -18.46691, 5.00147], [0.16503, -25.96396, -1.40645], [5.13888, -25.80445, 3.90399], [-0.31477, -23.85443, 2.99886], [1.56455, -25.94060, -3.31509], [2.88973, -18.34833, 1.29211], [6.86879, -24.72126, -2.81948], [8.97952, -19.91824, 0.76044], [-0.44907, -27.57064, -3.18656], [6.52425, -25.36406, -1.62707], [6.44494, -23.40007, -2.99041], [0.46479, -26.50930, -2.62563], [5.74063, -24.57782, 3.62524], [-0.65152, -25.14806, 2.50249], [0.98556, -25.02322, -0.78979], [-1.62293, -26.08185, 3.19239], [8.12996, -16.99527, -1.68382], [7.37920, -24.87782, 5.36850], [2.93082, -19.50153, -4.80203], [9.36074, -19.90716, -2.10620], [7.39957, -18.06918, -0.83946], [-0.06662, -25.54437, 1.31091], [3.03661, -17.96449, 3.71222], [5.63871, -24.72472, -0.77757], [0.72089, -24.65188, 0.57560], [2.76242, -18.84698, 2.61249], [2.51507, -19.14589, -2.05254], [7.43024, -25.16279, -3.62262], [0.16327, -28.38653, -3.63625], [9.94554, -17.97072, 1.24100], [7.35495, -17.79474, 0.22765], [9.92744, -18.99080, -1.94567], [7.29976, -23.11272, 4.12885], [9.66661, -22.02230, -1.75298], [-2.04740, -28.42699, -2.34934], [-2.61297, -25.58254, 3.26266], [6.34226, -18.13282, -1.15542], [8.30154, -24.59416, 5.89614], [8.89108, -19.87566, -3.09041], [3.15200, -16.91055, 3.53892], [3.05988, -24.43504, -3.24099], [9.05701, -16.67110, -1.14761], [-2.33867, -27.86934, 2.70789], [7.45337, -16.09669, -1.87350], [-0.22221, -26.57574, 0.95669], [11.01596, -21.06334, -1.16916], [-1.11714, -27.20837, -3.98955], [3.24665, -17.33607, 1.19504], [10.91000, -19.46459, 1.60036], [1.87901, -26.31911, -4.30893], [3.94055, -19.91318, -4.58159], [9.22306, -20.99592, 0.85847], [-0.72714, -23.47597, 3.92749], [-1.27763, -26.24150, 4.23931], [-0.67302, -26.31998, -0.81360], [6.63902, -22.81964, -3.89800], [5.37305, -25.22362, 0.16783], [2.21870, -20.35636, -4.81273], [8.19723, -19.67099, 1.48853], [3.16616, -20.30212, 6.16631], [4.30796, -26.12907, 3.26660], [0.83009, -22.03956, 2.61399], [2.94661, -19.05602, -5.80146], [7.14990, -26.60580, 6.53943], [2.80431, -21.74207, 4.20430], [6.97657, -26.30559, -1.28644], [3.31685, -17.75088, 5.80928], [10.70915, -18.92053, -0.05073], [8.43723, -17.44840, -2.63912], [5.20292, -27.52002, 5.28772], [10.76854, -21.37763, -2.97491]],
  "charge": -1,
  "spin_multiplicity": 1,
  "mol_weight_g_mol": 879.6,
  "e_homo_ev": -2.936
}